[1]
{
  "formula": "CH12AgO9",
  "method": "the ωB97M-V functional and the def2-TZVPD basis",
  "e_above_lowest_ev": 1.8462,
  "e_tot_ha": -869.40836,
  "e_lumo_ev": 1.7785,
  "total_charge": -1,
  "mol_weight_g_mol": 276.0,
  "homo_energy_ev": -2.19,
  "species": ["Ag", "O", "O", "O", "O", "O", "O", "O", "O", "O", "C", "H", "H", "H", "H", "H", "H", "H", "H", "H", "H", "H", "H"],
  "xyz": [[0.133, 0.058, 0.282], [1.532, 1.803, 1.112], [-0.673, -2.043, -0.423], [1.207, -3.270, -0.930], [0.083, -0.532, 2.814], [2.656, -0.618, -0.270], [-2.197, -0.770, -2.021], [-0.539, 1.521, -1.432], [0.866, -1.313, -1.895], [-1.948, 0.547, 1.287], [0.362, -2.222, -1.144], [-0.756, -0.211, 2.434], [1.708, 2.574, 0.644], [-1.548, -1.168, -1.354], [-2.761, 0.670, 0.809], [-0.095, -1.399, 3.204], [2.079, -1.021, -0.951], [-1.026, 2.046, -0.808], [-0.491, 2.025, -2.207], [-1.863, 1.245, 1.914], [2.439, 1.619, 1.451], [2.834, 0.317, -0.551], [-1.998, 0.144, -1.962]],
  "atomic_forces_ev_per_a": [[1.1, -1.5, -0.6], [1.2, -1.3, 2.0], [-1.4, 0.4, 0.5], [-3.4, 2.0, -0.5], [-0.2, 0.4, 0.6], [1.6, 2.2, 1.3], [-1.0, -0.7, 0.2], [-0.1, -0.5, 1.2], [-1.1, 1.4, -0.7], [-0.1, -0.3, 0.0], [6.1, -4.2, 1.0], [0.4, -0.9, 0.4], [0.0, 2.3, -1.7], [-0.3, -0.6, -0.3], [-0.6, -0.2, -0.4], [0.0, 0.2, -0.4], [-0.6, -0.4, -1.3], [-0.4, 0.5, 0.4], [0.3, 1.0, -2.0], [-0.2, 1.1, 0.7], [-1.1, -0.6, -0.1], [-0.4, -1.6, 0.0], [0.4, 1.2, -0.2]]
}

***

[2]
{
  "formula": "CH12N2O3",
  "method": "the ωB97M-V functional and the def2-TZVPD basis",
  "e_above_lowest_ev": 0.5614,
  "e_tot_ha": -380.46179,
  "spin_multiplicity": 2,
  "e_lumo_ev": [2.8434, 2.7667],
  "total_charge": -1,
  "mol_weight_g_mol": 100.1,
  "homo_energy_ev": [0.97, -5.21],
  "species": ["O", "O", "O", "N", "N", "C", "H", "H", "H", "H", "H", "H", "H", "H", "H", "H", "H", "H"],
  "xyz": [[3.060, -4.985, -2.764], [-3.672, 1.152, 0.726], [-1.146, 0.100, 2.235], [-0.176, 2.169, -0.131], [0.554, -0.197, -0.026], [0.863, 1.221, -0.302], [-0.201, 0.283, 2.079], [-0.115, 2.804, 0.644], [3.801, -4.636, -2.259], [-1.292, 0.524, 3.105], [3.044, -4.468, -3.575], [-0.458, -0.297, -0.036], [-1.123, 1.848, -0.245], [-4.095, 1.707, 1.395], [0.876, -0.733, -0.823], [-2.983, 0.665, 1.205], [1.258, 1.246, -1.348], [1.804, 1.597, 0.118]],
  "atomic_forces_ev_per_a": [[0.1, -0.1, -0.1], [-0.2, 0.0, -0.2], [0.0, 0.2, 0.3], [-0.2, 0.6, -0.3], [-0.1, 0.4, 0.2], [1.4, 0.0, -1.9], [-0.1, -0.2, -0.1], [0.1, -0.3, 0.4], [-0.1, 0.1, 0.0], [-0.2, 0.0, 0.0], [0.0, 0.0, 0.1], [0.0, -0.1, 0.3], [0.0, -0.2, 0.0], [0.2, -0.1, 0.0], [0.1, -0.1, 0.1], [0.2, 0.1, 0.2], [-0.7, 0.0, -0.1], [-0.5, -0.3, 1.2]]
}

***

[3]
{
  "formula": "CH12N2O3",
  "method": "the ωB97M-V functional and the def2-TZVPD basis",
  "e_above_lowest_ev": 0.0000,
  "e_tot_ha": -380.18196,
  "spin_multiplicity": 2,
  "e_lumo_ev": [-3.3573, -8.7063],
  "total_charge": 1,
  "mol_weight_g_mol": 100.1,
  "homo_energy_ev": [-14.27, -14.27],
  "species": ["O", "O", "O", "N", "N", "C", "H", "H", "H", "H", "H", "H", "H", "H", "H", "H", "H", "H"],
  "xyz": [[0.537, 1.442, -3.275], [0.908, 2.766, 0.479], [0.367, 1.048, 2.740], [-1.773, -1.714, 0.712], [0.390, -2.246, -0.172], [-0.982, -2.153, -0.480], [-1.254, -1.437, -1.260], [-2.401, -2.406, 1.120], [0.573, -2.742, 0.705], [1.004, 1.238, 3.427], [-0.105, 0.819, -3.585], [1.570, 3.459, 0.591], [1.011, 2.619, -0.476], [0.820, -1.349, 0.068], [-1.427, -3.108, -0.774], [0.808, 1.420, 1.947], [1.419, 1.100, -3.431], [-1.102, -1.371, 1.414]],
  "atomic_forces_ev_per_a": [[0.3, 0.8, 0.8], [0.6, 0.0, -0.8], [0.3, -0.2, -1.0], [2.0, -1.2, 0.4], [0.0, 0.9, 1.9], [-1.6, 0.4, -0.5], [0.6, 0.0, -0.2], [-0.4, 0.2, 0.0], [-0.2, -0.9, -0.5], [0.1, 0.0, 0.5], [-0.2, -0.5, -0.5], [-0.1, 0.1, 0.5], [-0.4, -0.2, 0.2], [0.1, 0.2, -1.0], [0.2, -0.1, 0.0], [-0.6, 0.1, 0.3], [0.0, -0.2, -0.3], [-0.8, 0.8, 0.2]]
}

***

[4]
{
  "formula": "CH12N2O4",
  "method": "the ωB97M-V functional and the def2-TZVPD basis",
  "e_above_lowest_ev": 1.2104,
  "smiles": "[H]/N=C/N.O.O.O.O",
  "e_tot_ha": -455.75154,
  "e_lumo_ev": 0.8239,
  "mol_weight_g_mol": 116.1,
  "homo_energy_ev": -9.28,
  "species": ["O", "O", "O", "O", "N", "N", "C", "H", "H", "H", "H", "H", "H", "H", "H", "H", "H", "H", "H"],
  "xyz": [[-1.020, -1.539, 1.255], [1.648, 4.109, 0.130], [1.849, -1.683, 0.507], [3.730, 2.135, 0.849], [-2.546, -2.484, -0.972], [-2.768, -0.198, -1.309], [-2.685, -1.471, -1.741], [-1.990, -3.195, -1.431], [-1.501, -1.210, 2.021], [4.266, 1.807, 1.579], [-2.816, -1.537, -2.827], [-1.731, -1.978, 0.735], [2.247, 3.440, 0.493], [4.352, 2.652, 0.314], [1.319, 4.609, 0.885], [1.077, -1.494, 1.056], [-2.883, 0.040, -0.342], [-2.686, 0.563, -1.955], [2.137, -2.565, 0.752]],
  "atomic_forces_ev_per_a": [[-0.6, 0.0, 0.4], [0.0, 0.1, 0.0], [0.2, 0.1, 0.0], [0.3, 0.3, -0.2], [0.8, 0.7, 0.5], [-0.7, 0.3, -0.1], [0.1, -0.1, -0.1], [-0.9, -0.6, -0.3], [0.2, 0.0, 0.1], [-0.1, -0.1, 0.0], [0.7, -0.1, -0.1], [0.5, 0.0, -0.4], [-0.1, 0.0, 0.1], [-0.2, -0.2, 0.1], [0.1, -0.1, -0.1], [-0.2, -0.2, -0.2], [0.4, -0.2, 0.2], [-0.3, 0.0, -0.1], [-0.1, 0.0, 0.1]]
}